Entry 1:
Below is a 2-piece molecular cluster, C2H8N2O2 overall, with properties calculated with the ωB97M-V functional and the def2-TZVPD basis.

Each line ends with the natural charge from an NBO analysis.
Cartesian coordinates (Å):
N 1.75 0.68 0.73  -0.876
C 1.12 1.97 0.66  -0.053
N -0.06 2.19 1.50  -0.842
H 1.83 0.26 1.65  0.358
H 1.43 0.02 0.05  0.382
H 1.85 2.75 0.88  0.166
H 0.82 2.12 -0.37  0.166
H -0.58 1.33 1.53  0.352
H 0.24 2.35 2.46  0.344
O -0.33 -1.25 -0.28  -0.558
C -0.88 -1.46 -1.32  0.650
O -1.74 -2.48 -1.46  -0.679
H -0.70 -0.91 -2.25  0.099
H -2.31 -2.39 -2.24  0.491

As for the charge: 0. Its HOMO-LUMO gap is 0.3213 Ha. For the molar mass, the calculation gives 92.098 g mol⁻¹. Its HOMO energy is -8.4 eV. The SMILES is O=CO.NCN.



Entry 2:
Below is C4H3NO as an isolated structure at a distorted geometry, with properties calculated with the ωB97M-V functional and the def2-TZVPD basis.

Each line ends with the natural charge from an NBO analysis.
Cartesian coordinates (Å):
C 0.13 -1.31 0.32  -0.504
C 0.60 0.88 -0.24  -0.202
C 1.39 -0.87 0.11  0.581
C -0.48 -0.05 -0.09  0.251
N 1.91 0.25 -0.08  -0.438
O -1.85 0.24 0.02  -0.659
H -0.34 -2.25 0.61  0.274
H 0.51 1.90 -0.48  0.214
H -1.87 1.22 -0.16  0.484

As for the charge: 0. Its HOMO-LUMO gap (spin up / spin down) is 0.2635 / 0.2635 Ha. For the molar mass, the calculation gives 81.074 g mol⁻¹. Its HOMO energy (spin up / spin down) is -8.6 / -8.6 eV.



Entry 3:
Below is a single C4H5N3 molecule, with properties calculated with the ωB97M-V functional and the def2-TZVPD basis.

Each line ends with the natural charge from an NBO analysis.
Cartesian coordinates (Å):
N 1.92 0.51 0.41  -0.795
C 0.61 0.17 0.09  0.078
C 0.24 -1.08 -0.44  0.014
N -1.01 -1.40 -0.73  -0.421
C -1.93 -0.46 -0.49  0.205
N -1.71 0.77 -0.03  -0.421
C -0.45 1.08 0.24  0.020
H 2.54 -0.28 0.50  0.380
H 1.99 1.12 1.21  0.381
H 1.00 -1.84 -0.63  0.189
H -2.97 -0.72 -0.70  0.180
H -0.25 2.09 0.60  0.191

As for the charge: 0. Its HOMO-LUMO gap is 0.3565 Ha. For the molar mass, the calculation gives 95.105 g mol⁻¹. Its HOMO energy is -8.9 eV. The SMILES is Nc1cncnc1.



Entry 4:
Below is a 2-piece molecular cluster, C31H27BF8O2S overall at a distorted geometry, with properties calculated with the ωB97M-V functional and the def2-TZVPD basis.

Each line ends with the natural charge from an NBO analysis.
Cartesian coordinates (Å):
C -5.74 5.81 -0.11  -0.631
C -4.87 4.62 -0.21  -0.223
C -4.53 3.92 -1.35  -0.261
C -3.65 2.81 -1.10  -0.285
C -3.33 2.66 0.23  -0.377
B -2.50 1.45 0.86  0.753
C -0.94 1.93 0.82  -0.133
C -0.43 2.66 1.88  -0.189
C 0.89 3.08 1.84  -0.165
C 1.48 3.86 2.98  0.979
F 2.14 4.98 2.56  -0.329
F 0.55 4.24 3.89  -0.323
F 2.41 3.10 3.66  -0.351
C 1.72 2.80 0.76  -0.211
C 1.18 2.06 -0.27  -0.159
C 2.06 1.69 -1.43  0.978
F 2.20 0.32 -1.50  -0.347
F 1.55 2.10 -2.63  -0.325
F 3.32 2.21 -1.33  -0.332
C -0.15 1.63 -0.26  -0.200
O -2.97 1.31 2.22  -0.717
C -2.77 0.04 2.82  -0.037
C -3.27 -1.13 1.91  -0.120
C -2.87 -2.45 2.54  -0.585
C -4.77 -1.08 1.69  -0.609
C -2.52 -0.96 0.54  -0.037
O -2.75 0.33 -0.01  -0.716
S -4.10 3.91 1.18  0.388
H -6.11 6.11 -1.10  0.215
H -6.60 5.60 0.53  0.212
H -5.18 6.65 0.31  0.213
H -4.91 4.17 -2.33  0.201
H -3.29 2.16 -1.89  0.215
H -1.06 2.93 2.73  0.242
H 2.75 3.15 0.75  0.235
H -0.56 1.09 -1.12  0.234
H -1.69 -0.09 3.05  0.130
H -3.33 0.04 3.77  0.176
H -3.11 -3.32 1.92  0.204
H -1.79 -2.42 2.63  0.166
H -3.29 -2.60 3.54  0.211
H -5.08 -1.89 1.02  0.197
H -5.31 -1.20 2.64  0.200
H -5.04 -0.11 1.25  0.252
H -1.43 -1.10 0.68  0.129
H -2.89 -1.72 -0.17  0.171
F 0.64 -5.78 -1.52  -0.296
C 0.71 -5.14 -0.31  0.506
C -0.28 -5.45 0.63  -0.298
C -0.38 -4.62 1.73  -0.057
C 0.52 -3.53 1.95  -0.201
C 0.31 -2.70 3.09  0.139
C 1.24 -1.83 3.72  -0.100
C 1.36 -1.95 5.14  -0.105
C 2.37 -1.32 5.83  -0.292
C 3.23 -0.50 5.10  0.482
F 4.25 0.12 5.78  -0.300
C 3.07 -0.22 3.73  -0.262
C 2.05 -0.88 3.05  -0.135
C 1.60 -3.38 1.03  -0.064
C 1.67 -4.15 -0.13  -0.292
H -0.96 -6.29 0.51  0.260
H -1.15 -4.81 2.48  0.236
H -0.49 -3.04 3.77  0.232
H 0.66 -2.61 5.65  0.227
H 2.50 -1.48 6.90  0.257
H 3.73 0.49 3.22  0.268
H 1.88 -0.66 2.00  0.251
H 2.40 -2.66 1.24  0.238
H 2.45 -3.98 -0.87  0.264

As for the charge: 0. Its HOMO-LUMO gap is 0.0951 Ha. For the molar mass, the calculation gives 626.418 g mol⁻¹. Its HOMO energy is -6.6 eV.



Entry 5:
Below is a 2-piece molecular cluster, C2H3F2N overall at a distorted geometry, with properties calculated with the ωB97M-V functional and the def2-TZVPD basis.

Each line ends with the natural charge from an NBO analysis.
Cartesian coordinates (Å):
C 0.51 0.27 0.36  0.351
C -0.69 0.18 -0.53  0.282
N -0.04 -0.99 0.26  -0.650
F 1.72 0.58 -0.15  -0.345
F -1.89 0.54 0.00  -0.321
H 0.41 0.92 1.67  0.113
H -0.54 0.28 -1.51  0.171
H 0.51 -1.77 -0.09  0.398

As for the charge: 0. Its HOMO-LUMO gap is 0.4123 Ha. For the molar mass, the calculation gives 79.049 g mol⁻¹. Its HOMO energy is -10.1 eV.



Entry 6:
Below is a single C4H7N5 molecule at a distorted geometry, with properties calculated with the ωB97M-V functional and the def2-TZVPD basis.

Each line ends with the natural charge from an NBO analysis.
Cartesian coordinates (Å):
C 0.85 0.02 -0.04  0.277
C 1.62 -1.20 -0.05  -0.105
C 2.38 -2.17 0.08  -0.162
C -1.28 -1.08 -0.52  0.289
H 1.03 2.96 -0.89  0.364
H -0.18 2.19 -1.21  0.354
H 2.90 -3.14 0.47  0.271
H -0.76 0.35 2.21  0.362
H -0.81 1.66 1.06  0.384
H -0.44 -1.48 -1.19  0.170
H -3.05 -0.71 0.13  0.347
N 0.54 2.26 -0.46  -0.652
N 1.39 1.19 -0.35  -0.216
N -0.54 -0.19 0.21  -0.323
N -1.06 0.58 1.21  -0.678
N -2.57 -1.25 -0.66  -0.682

As for the charge: 0. Its HOMO-LUMO gap is 0.3356 Ha. For the molar mass, the calculation gives 125.135 g mol⁻¹. Its HOMO energy is -9.0 eV. The SMILES is [H]/N=C\N(N)/C(C#C)=N\N.



Entry 7:
Below is a 3-piece molecular cluster, C15H27Cl4N4O2S overall at a distorted geometry, with properties calculated with the ωB97M-V functional and the def2-TZVPD basis.

Each line ends with the natural charge from an NBO analysis.
Cartesian coordinates (Å):
C 0.39 -2.39 0.96  -0.892
S -1.21 -2.15 0.25  2.268
O -1.55 -3.30 -0.54  -0.901
O -2.14 -1.82 1.28  -0.863
N -1.15 -0.86 -1.00  -0.583
C 0.21 -0.67 -1.65  -0.245
C 1.17 0.22 -0.83  -0.095
C 2.22 0.78 -1.83  -0.207
N 2.83 2.01 -1.36  -0.830
N 0.58 1.33 -0.09  -0.591
C -0.72 1.02 0.50  -0.259
C -1.66 0.49 -0.58  -0.072
C -3.15 0.53 -0.30  -0.015
C -4.01 -0.48 -0.74  -0.267
C -5.37 -0.35 -0.47  0.067
N -5.92 0.66 0.19  -0.382
C -5.09 1.62 0.58  0.066
C -3.71 1.61 0.36  -0.250
H 1.20 -2.34 0.25  0.275
H 0.49 -1.69 1.78  0.267
H 0.34 -3.40 1.37  0.303
H -1.77 -1.21 -1.74  0.466
H 0.65 -1.66 -1.73  0.245
H 0.04 -0.32 -2.66  0.236
H 1.73 -0.38 -0.11  0.201
H 2.96 0.00 -2.03  0.190
H 1.70 0.99 -2.76  0.183
H 3.56 1.85 -0.69  0.371
H 3.20 2.52 -2.15  0.376
H 0.46 2.13 -0.70  0.377
H -0.65 0.37 1.36  0.213
H -1.13 1.96 0.86  0.252
H -1.48 1.13 -1.44  0.231
H -3.67 -1.34 -1.28  0.198
H -6.04 -1.13 -0.81  0.207
H -5.52 2.46 1.11  0.207
H -3.12 2.44 0.70  0.224
Cl 1.69 -5.30 -0.09  -0.070
C 3.13 -5.38 -1.14  -0.387
C 4.06 -4.22 -0.91  -0.372
Cl 3.35 -2.67 -1.45  -0.098
H 2.79 -5.42 -2.17  0.232
H 3.64 -6.31 -0.91  0.241
H 4.98 -4.36 -1.47  0.239
H 4.31 -4.11 0.14  0.231
Cl 2.03 4.52 1.21  -0.056
C 1.22 5.25 2.62  -0.392
C 0.68 4.19 3.55  -0.373
Cl -0.67 3.29 2.80  -0.087
H 0.43 5.90 2.25  0.227
H 1.95 5.85 3.15  0.233
H 0.29 4.66 4.46  0.233
H 1.44 3.47 3.83  0.227

As for the charge: +1. Its HOMO-LUMO gap is 0.3560 Ha. For the molar mass, the calculation gives 469.286 g mol⁻¹. Its HOMO energy is -12.2 eV.



Entry 8:
Below is a 2-piece molecular cluster, C3HN2O2 overall at a distorted geometry, with properties calculated with the ωB97M-V functional and the def2-TZVPD basis.

Each line ends with the natural charge from an NBO analysis.
Cartesian coordinates (Å):
C 4.33 1.07 0.12  0.444
C 2.91 -1.74 -0.15  1.010
C 0.74 -0.72 0.22  0.794
N 1.73 -1.44 0.05  -0.592
N -0.33 -0.29 0.33  -0.454
O 4.80 1.98 -0.33  -0.435
O 3.91 -2.24 -0.05  -0.273
H -1.16 0.27 0.19  0.507

As for the charge: +1. Its HOMO-LUMO gap is 0.4232 Ha. For the molar mass, the calculation gives 97.053 g mol⁻¹. Its HOMO energy is -17.2 eV.